Entry 1:
The following is a quantum chemistry calculation of a molecular structure, C29H24CeN11O2Se at a distorted geometry, from OMol25.

Summary:
Multiplicity: 2
Relative energy (zero: lowest compared OMol25 entry of this formula, charge and spin), kJ/mol: 9.9
Orbital gap (spin up / spin down), eV: 8.05 / 8.07
Net charge: +2
Strongest force on any atom, eV Å⁻¹: 1.625

Geometry (Å):
Ce (0.70, 0.20, 0.23)
O (2.35, -1.33, -0.72)
C (2.91, -0.20, -0.84)
N (3.20, 0.56, 0.21)
C (3.61, -0.07, 1.44)
O (4.50, -0.86, 1.52)
C (2.89, 0.39, 2.69)
C (3.56, 0.49, 3.89)
C (2.83, 0.86, 5.02)
C (1.47, 1.09, 4.91)
C (0.87, 0.95, 3.67)
N (1.57, 0.61, 2.59)
C (2.65, 0.51, -2.15)
C (3.54, 0.67, -3.19)
C (3.06, 1.28, -4.34)
C (1.74, 1.70, -4.40)
C (0.93, 1.52, -3.29)
N (1.38, 0.94, -2.18)
H (4.62, 0.27, 3.93)
H (3.33, 0.97, 5.97)
H (0.88, 1.37, 5.77)
H (-0.19, 1.10, 3.54)
H (4.56, 0.32, -3.12)
H (3.71, 1.42, -5.19)
H (1.34, 2.17, -5.29)
H (-0.10, 1.86, -3.29)
Se (-4.56, 6.54, 0.14)
N (-4.79, 4.75, 0.19)
C (-3.59, 4.23, 0.23)
C (-3.36, 2.78, 0.28)
C (-4.41, 1.86, 0.29)
C (-4.13, 0.52, 0.35)
C (-2.80, 0.12, 0.39)
N (-1.79, 0.98, 0.37)
C (-2.05, 2.31, 0.32)
C (-0.90, 3.25, 0.31)
N (0.34, 2.73, 0.34)
C (1.39, 3.55, 0.35)
C (1.26, 4.93, 0.31)
C (-0.01, 5.47, 0.27)
C (-1.11, 4.62, 0.27)
C (-2.49, 5.14, 0.23)
N (-2.77, 6.41, 0.19)
H (-5.43, 2.23, 0.26)
H (-4.92, -0.23, 0.38)
H (-2.53, -0.93, 0.45)
H (2.37, 3.07, 0.37)
H (2.15, 5.56, 0.31)
H (-0.16, 6.54, 0.24)
C (-1.98, -5.82, -1.96)
C (-1.05, -6.22, -0.82)
C (-1.78, -6.23, 0.52)
C (0.21, -5.39, -0.79)
N (-0.03, -3.93, -0.58)
C (-0.33, -2.97, -1.46)
N (-0.41, -1.83, -0.81)
N (-0.17, -2.14, 0.48)
N (0.05, -3.39, 0.63)
H (-2.78, -6.55, -2.07)
H (-1.46, -5.77, -2.92)
H (-2.46, -4.86, -1.77)
H (-0.67, -7.23, -1.02)
H (-2.08, -5.22, 0.81)
H (-1.16, -6.64, 1.32)
H (-2.68, -6.83, 0.46)
H (0.78, -5.44, -1.72)
H (0.88, -5.66, 0.03)
H (-0.44, -3.14, -2.51)

The net atomic charges from Mulliken, expressed in e, are: Ce 0.6204; O -0.6133; C 1.1844; N -0.3661; C 0.0273; O -0.5010; C 0.7659; C -0.6807; C -0.3452; C -0.8547; C -0.1808; N 0.1792; C 0.0201; C -0.7223; C -0.3319; C -0.8764; C -0.2360; N 0.0546; H 0.5212; H 0.4454; H 0.4442; H 0.4927; H 0.5595; H 0.4678; H 0.4395; H 0.5282; Se 0.3170; N -0.8351; C 0.9482; C 0.4456; C -0.5075; C -1.0313; C -0.1392; N 0.0038; C -0.0039; C -0.3706; N 0.2510; C -0.2687; C -1.0223; C -0.7674; C 0.3434; C 1.0147; N -0.8339; H 0.5673; H 0.4786; H 0.4247; H 0.5317; H 0.4807; H 0.5713; C -1.4430; C 0.8108; C -1.3495; C -1.2358; N 0.7468; C -0.3389; N -0.0153; N 0.5117; N -1.1082; H 0.4194; H 0.3589; H 0.3008; H 0.2829; H 0.2345; H 0.3785; H 0.4134; H 0.4946; H 0.3809; H 0.5170

---

Entry 2:
The following is a quantum chemistry calculation of a molecular structure, C29H24ClCsN10O5, from OMol25.

Summary:
Multiplicity: 1
Relative energy (zero: lowest compared OMol25 entry of this formula, charge and spin), kJ/mol: 39.7
Orbital gap, eV: 7.87
Strongest force on any atom, eV Å⁻¹: 0.324

Geometry (Å):
Cs (-0.28, -0.32, -0.11)
N (-2.65, -4.42, 1.49)
C (-1.87, -3.55, 0.83)
N (-0.74, -3.09, 1.25)
C (-0.32, -3.43, 2.52)
N (0.64, -2.83, 3.14)
N (1.09, -1.68, 2.50)
C (2.21, -1.27, 2.93)
C (2.81, 0.00, 2.46)
C (4.06, 0.37, 2.94)
C (4.61, 1.57, 2.52)
C (3.90, 2.36, 1.64)
C (2.65, 1.91, 1.21)
N (2.12, 0.76, 1.60)
C (-1.01, -4.53, 3.22)
C (-0.55, -5.09, 4.41)
C (-1.28, -6.06, 5.06)
C (-2.50, -6.48, 4.53)
C (-2.98, -5.95, 3.35)
C (-2.23, -4.98, 2.69)
H (-3.60, -4.54, 1.17)
H (-2.26, -3.23, -0.13)
H (2.79, -1.83, 3.67)
H (4.58, -0.28, 3.63)
H (5.59, 1.87, 2.88)
H (4.29, 3.31, 1.29)
H (2.06, 2.51, 0.52)
H (0.39, -4.73, 4.81)
H (-0.91, -6.49, 5.98)
H (-3.08, -7.24, 5.05)
H (-3.92, -6.28, 2.93)
O (1.17, 4.85, -3.95)
C (1.02, 3.92, -4.87)
O (1.13, 4.16, -6.05)
C (0.70, 2.53, -4.40)
C (0.85, 1.39, -5.16)
Cl (1.48, 1.31, -6.74)
N (0.47, 0.32, -4.41)
N (0.08, 0.73, -3.18)
C (0.21, 2.04, -3.16)
C (-0.14, 2.81, -1.89)
O (0.45, 3.89, -1.71)
O (-0.96, 2.27, -1.12)
C (0.42, -1.09, -4.69)
C (0.64, -1.62, -5.95)
C (0.60, -2.99, -6.15)
C (0.32, -3.86, -5.10)
C (0.07, -3.32, -3.85)
C (0.11, -1.95, -3.64)
H (0.97, 4.49, -3.02)
H (0.85, -0.99, -6.79)
H (0.78, -3.38, -7.14)
H (0.30, -4.93, -5.26)
H (-0.16, -3.97, -3.01)
H (-0.11, -1.57, -2.66)
C (-6.41, 2.08, 0.03)
N (-5.53, 0.94, 0.03)
C (-5.92, -0.43, 0.24)
C (-4.56, -1.13, 0.22)
O (-4.43, -2.34, 0.32)
N (-3.57, -0.20, 0.09)
C (-4.18, 0.99, -0.02)
N (-3.53, 2.14, -0.15)
H (-7.44, 1.73, 0.04)
H (-6.28, 2.69, -0.87)
H (-6.26, 2.71, 0.91)
H (-6.56, -0.81, -0.56)
H (-6.41, -0.58, 1.20)
H (-2.55, 2.18, -0.45)
H (-4.07, 2.97, -0.28)

The net atomic charges from Mulliken, expressed in e, are: Cs 1.3168; N 0.0163; C -0.4895; N -0.3022; C 0.2214; N -0.7740; N 0.2083; C -0.4173; C 0.6027; C -0.7445; C -0.3101; C -0.7926; C -0.2241; N -0.1407; C 0.6609; C -0.4154; C -0.7161; C -0.3752; C -0.6949; C 0.1257; H 0.2894; H 0.5795; H 0.2813; H 0.3278; H 0.4234; H 0.3941; H 0.5388; H 0.4593; H 0.3958; H 0.3897; H 0.3837; O -0.5655; C 0.4005; O -0.6042; C -0.1885; C 0.4684; Cl -0.1955; N 0.6246; N -0.7638; C 0.0491; C 0.8128; O -0.8258; O -0.7716; C 1.1110; C -0.5628; C -0.7332; C -0.5541; C -0.6197; C 0.2788; H 0.4391; H 0.2819; H 0.3551; H 0.3949; H 0.4252; H -0.5278; C -1.1003; N 0.1182; C -0.4346; C 0.1163; O -0.6102; N -0.1167; C 0.1140; N -0.2438; H 0.3855; H 0.3498; H 0.3457; H 0.3566; H 0.3036; H 0.2431; H 0.2257

---

Entry 3:
The following is a quantum chemistry calculation of a molecular structure, C29H24F5MnN5O3Se, from OMol25.

Summary:
Multiplicity: 4
Orbital gap (spin up / spin down), eV: 6.17 / 4.04
Net charge: +2
Strongest force on any atom, eV Å⁻¹: 0.397

Geometry (Å):
Mn (1.39, 1.25, -0.06)
O (-2.22, 0.66, 3.75)
C (-1.12, 0.02, 4.17)
C (-1.25, -0.76, 5.32)
C (-0.17, -1.45, 5.82)
C (1.08, -1.39, 5.19)
C (1.22, -0.63, 4.05)
C (0.13, 0.08, 3.51)
C (0.31, 0.84, 2.30)
O (1.52, 0.94, 1.77)
N (-0.70, 1.45, 1.71)
N (-0.15, 2.11, 0.66)
C (-0.43, 3.30, 0.28)
C (0.63, 3.94, -0.51)
C (0.56, 5.22, -1.01)
C (1.70, 5.77, -1.58)
C (2.87, 5.03, -1.61)
C (2.86, 3.74, -1.10)
N (1.77, 3.19, -0.57)
H (-2.02, 1.18, 2.95)
H (-2.21, -0.79, 5.81)
H (-0.29, -2.04, 6.71)
H (1.92, -1.93, 5.59)
H (2.18, -0.55, 3.55)
H (-1.28, 3.85, 0.69)
H (-0.36, 5.79, -0.94)
H (1.68, 6.78, -1.97)
H (3.79, 5.44, -2.01)
H (3.76, 3.13, -1.10)
C (-4.65, -2.72, -1.90)
C (-4.23, -3.36, -0.60)
N (-2.98, -2.79, -0.06)
C (-3.07, -1.94, 1.12)
C (-3.72, -0.60, 0.84)
C (-1.84, -3.18, -0.65)
O (-1.77, -3.99, -1.56)
C (-0.52, -2.60, -0.20)
C (0.53, -3.46, 0.13)
C (1.78, -2.93, 0.40)
C (1.97, -1.57, 0.27)
N (0.99, -0.74, -0.10)
C (-0.24, -1.25, -0.30)
H (-5.57, -3.17, -2.26)
H (-3.88, -2.87, -2.67)
H (-4.82, -1.65, -1.79)
H (-4.07, -4.43, -0.73)
H (-4.99, -3.23, 0.17)
H (-2.08, -1.82, 1.55)
H (-3.66, -2.48, 1.87)
H (-3.18, -0.04, 0.08)
H (-3.76, 0.00, 1.75)
H (-4.74, -0.72, 0.48)
H (0.34, -4.53, 0.16)
H (2.61, -3.57, 0.68)
H (2.94, -1.12, 0.48)
H (-1.03, -0.55, -0.55)
F (5.32, 0.10, -5.43)
C (4.23, 0.34, -4.76)
C (4.29, 0.39, -3.35)
F (5.44, 0.20, -2.74)
C (3.13, 0.64, -2.66)
F (3.21, 0.66, -1.29)
C (1.90, 0.85, -3.29)
Se (0.35, 1.17, -2.34)
C (1.87, 0.79, -4.69)
F (0.73, 0.97, -5.32)
C (3.02, 0.54, -5.43)
F (2.98, 0.48, -6.74)

The net atomic charges from Mulliken, expressed in e, are: Mn -0.0049; O -0.6238; C 0.5726; C -0.6859; C -0.3507; C -0.9038; C -0.6717; C 0.5393; C 1.1548; O -0.9995; N -0.9163; N 0.6620; C -0.3701; C 0.6320; C -1.0215; C -0.2263; C -1.0177; C -0.0631; N 0.3497; H 0.5485; H 0.4897; H 0.4201; H 0.4484; H 0.4657; H 0.5452; H 0.5012; H 0.4676; H 0.4490; H 0.6227; C -1.0624; C -0.7898; N 0.2054; C -0.7404; C -0.9020; C 0.3242; O -0.6130; C -0.3352; C -0.3490; C -1.2706; C -0.4366; N 0.9176; C 0.1962; H 0.3921; H 0.3137; H 0.2660; H 0.4301; H 0.4222; H 0.3613; H 0.3599; H 0.0885; H 0.3574; H 0.4404; H 0.6019; H 0.5005; H 0.5620; H 0.3709; F -0.2256; C 0.6387; C 0.1303; F -0.2499; C -0.1112; F -0.5568; C 0.2790; Se 0.3996; C 0.2872; F -0.2653; C 0.2729; F -0.2232

---

Entry 4:
The following is a quantum chemistry calculation of a molecular structure, C29H24N7O3PbS2, from OMol25.

Summary:
Multiplicity: 2
Relative energy (zero: lowest compared OMol25 entry of this formula, charge and spin), kJ/mol: 4.7
Orbital gap (spin up / spin down), eV: 5.33 / 6.04
Strongest force on any atom, eV Å⁻¹: 0.494

Geometry (Å):
Pb (-0.21, -0.44, 0.43)
O (-7.73, -0.17, -1.28)
C (-7.08, 0.98, -1.57)
O (-7.69, 1.90, -2.03)
C (-5.61, 1.03, -1.30)
C (-4.86, -0.04, -0.82)
C (-3.50, 0.10, -0.60)
C (-2.84, 1.31, -0.83)
C (-3.61, 2.39, -1.31)
C (-4.96, 2.24, -1.53)
N (-1.48, 1.37, -0.58)
C (-0.75, 2.43, -0.92)
C (0.62, 2.47, -0.65)
C (1.42, 3.59, -0.99)
C (2.75, 3.59, -0.71)
C (3.33, 2.48, -0.05)
C (2.51, 1.43, 0.27)
N (1.19, 1.40, -0.02)
H (-7.12, -0.82, -0.91)
H (-5.29, -1.01, -0.63)
H (-2.94, -0.76, -0.24)
H (-3.16, 3.35, -1.49)
H (-5.55, 3.07, -1.90)
H (-1.18, 3.28, -1.43)
H (0.95, 4.43, -1.49)
H (3.36, 4.45, -0.97)
H (4.37, 2.45, 0.21)
H (2.90, 0.56, 0.78)
N (2.04, -1.44, 1.37)
C (2.86, -1.96, 2.01)
C (3.87, -2.55, 2.75)
C (5.08, -2.89, 2.11)
N (6.07, -3.14, 1.58)
C (3.65, -2.75, 4.13)
N (3.44, -2.89, 5.26)
S (-1.38, 0.52, 4.41)
C (-1.54, 0.13, 2.96)
C (1.90, 0.90, -3.84)
C (2.25, -0.19, -4.85)
C (1.38, -1.43, -4.67)
N (1.74, -2.16, -3.46)
C (0.98, -2.34, -2.40)
S (-0.62, -1.80, -2.27)
N (1.50, -3.04, -1.34)
C (2.81, -3.47, -0.99)
O (2.92, -4.41, -0.26)
C (3.98, -2.71, -1.51)
C (5.13, -3.41, -1.86)
C (6.25, -2.73, -2.28)
C (6.24, -1.34, -2.33)
C (5.10, -0.63, -1.96)
C (3.97, -1.32, -1.55)
H (2.54, 1.78, -3.96)
H (2.01, 0.55, -2.82)
H (0.86, 1.23, -3.96)
H (3.30, -0.46, -4.75)
H (2.11, 0.18, -5.87)
H (1.49, -2.11, -5.51)
H (0.33, -1.16, -4.59)
H (2.69, -2.52, -3.43)
H (0.80, -3.39, -0.70)
H (5.13, -4.49, -1.78)
H (7.14, -3.27, -2.55)
H (7.12, -0.80, -2.65)
H (5.10, 0.45, -1.97)
H (3.09, -0.77, -1.24)

The net atomic charges from Mulliken, expressed in e, are: Pb 1.1204; O -0.4993; C 0.5878; O -0.5612; C 0.8875; C -1.3023; C -0.5436; C 1.4654; C -0.5407; C -1.1262; N 0.1271; C -0.1637; C 0.1665; C -0.8318; C -0.4237; C -0.8161; C -0.2858; N -0.0229; H 0.2890; H 0.1395; H 0.1980; H 0.2921; H 0.4323; H 0.2695; H 0.4030; H 0.4402; H 0.5234; H 0.4998; N -0.4819; C 0.3687; C 0.1558; C 0.1288; N -0.5403; C -0.0242; N -0.5286; S -0.0227; C 0.0225; C -0.5287; C -0.4119; C -1.0083; N -0.0213; C 0.2456; S -0.3888; N 0.1519; C -0.6527; O -0.5647; C -0.0139; C -0.4136; C -0.7664; C -0.5907; C -1.0406; C 1.3292; H 0.4075; H -0.2481; H 0.3751; H 0.2857; H 0.3855; H 0.3302; H 0.4275; H 0.2285; H 0.3670; H 0.4561; H 0.3936; H 0.4305; H 0.4628; H 0.5706